(1)
{
  "formula": "C16H14F2NNiO13S2",
  "method": "wB97M-V/def2-TZVPD",
  "symbols": ["Ni", "C", "C", "C", "O", "C", "C", "C", "O", "O", "O", "H", "H", "C", "C", "C", "O", "C", "C", "C", "O", "O", "O", "H", "H", "N", "S", "O", "O", "F", "S", "O", "O", "F", "C", "C", "O", "C", "C", "H", "H", "H", "H", "H", "H", "H", "H", "H", "H"],
  "positions_angstrom": [[10.264, 26.424, -10.982], [10.232, 21.418, -13.233], [10.248, 20.160, -12.727], [10.239, 19.865, -11.241], [10.211, 18.604, -10.826], [10.403, 20.818, -10.321], [10.381, 22.304, -10.690], [10.301, 22.530, -12.225], [10.377, 23.735, -12.588], [10.423, 23.365, -10.083], [10.272, 19.211, -13.638], [10.254, 21.676, -14.281], [10.654, 20.514, -9.315], [13.921, 29.999, -13.307], [13.255, 29.179, -12.400], [13.944, 28.798, -11.092], [13.309, 28.167, -10.115], [15.177, 29.123, -10.739], [15.921, 30.041, -11.612], [15.277, 30.507, -12.975], [15.939, 31.237, -13.660], [16.831, 30.731, -11.051], [12.084, 28.805, -12.708], [13.509, 30.437, -14.204], [15.587, 28.852, -9.778], [7.759, 27.497, -10.005], [7.006, 28.742, -9.528], [6.918, 28.981, -8.071], [6.091, 29.323, -10.531], [8.231, 29.658, -9.819], [6.281, 26.501, -9.895], [5.157, 26.777, -10.773], [5.941, 26.133, -8.538], [6.809, 25.068, -10.410], [6.455, 27.059, -15.067], [6.318, 25.487, -15.311], [5.329, 25.233, -16.323], [3.970, 25.213, -15.874], [3.140, 24.153, -16.703], [6.966, 27.273, -14.128], [7.205, 27.453, -15.753], [5.464, 27.499, -15.181], [7.295, 25.084, -15.576], [6.144, 24.909, -14.404], [3.842, 25.058, -14.803], [3.550, 26.215, -15.960], [2.840, 24.483, -17.697], [2.416, 23.584, -16.119], [3.792, 23.338, -17.017]],
  "multiplicity": 3,
  "total_energy_ha": -4155.05892,
  "total_charge": -3,
  "largest_force_ev_per_a": 7.201
}

=====

(2)
{
  "formula": "C28H31N3O2",
  "method": "wB97M-V/def2-TZVPD",
  "symbols": ["C", "N", "O", "O", "C", "C", "C", "C", "C", "C", "H", "H", "H", "H", "H", "H", "C", "N", "C", "C", "C", "C", "C", "C", "C", "C", "C", "C", "C", "C", "C", "N", "C", "C", "C", "C", "C", "C", "C", "H", "H", "H", "H", "H", "H", "H", "H", "H", "H", "H", "H", "H", "H", "H", "H", "H", "H", "H", "H", "H", "H", "H", "H", "H"],
  "positions_angstrom": [[0.029, 2.595, 1.480], [0.324, 2.820, 2.811], [-0.151, 2.221, 3.801], [1.166, 3.799, 3.022], [0.622, 3.625, 0.690], [1.860, 4.130, 1.244], [2.241, 5.472, 0.979], [1.497, 6.221, 0.073], [0.397, 5.652, -0.597], [-0.029, 4.347, -0.320], [-0.882, 2.047, 1.234], [2.625, 3.407, 1.526], [3.111, 5.866, 1.501], [1.782, 7.251, -0.158], [-0.147, 6.247, -1.337], [-0.907, 3.896, -0.791], [0.944, -2.156, -5.691], [1.249, -0.887, -5.061], [1.552, 0.165, -6.002], [2.130, 1.403, -5.342], [1.321, 1.786, -4.107], [1.106, 0.632, -3.181], [1.134, -0.691, -3.716], [0.995, -1.781, -2.815], [0.715, -1.557, -1.485], [0.564, -0.239, -0.940], [0.197, 0.017, 0.426], [-0.650, -0.845, 1.170], [-0.828, -0.665, 2.572], [-1.401, -1.630, 3.372], [-1.877, -2.844, 2.792], [-2.258, -3.884, 3.583], [-2.806, -5.093, 2.997], [-2.398, -3.768, 5.019], [-1.427, -2.759, 5.609], [-1.502, -1.440, 4.851], [-1.918, -2.940, 1.375], [-1.371, -1.948, 0.595], [0.827, 0.830, -1.840], [0.361, -2.805, -5.030], [0.361, -1.978, -6.606], [1.863, -2.688, -5.986], [2.247, -0.236, -6.755], [0.627, 0.428, -6.544], [3.170, 1.207, -5.059], [2.130, 2.220, -6.068], [1.828, 2.596, -3.572], [0.347, 2.179, -4.435], [1.094, -2.803, -3.187], [0.601, -2.422, -0.832], [0.803, 0.747, 0.980], [-0.471, 0.251, 3.037], [-2.147, -5.474, 2.205], [-2.882, -5.854, 3.782], [-3.807, -4.934, 2.563], [-3.433, -3.468, 5.269], [-2.243, -4.768, 5.445], [-1.668, -2.609, 6.663], [-0.409, -3.161, 5.554], [-0.702, -0.770, 5.176], [-2.456, -0.947, 5.095], [-2.366, -3.822, 0.909], [-1.451, -2.038, -0.488], [0.767, 1.849, -1.460]],
  "relative_energy_ev": 8.6358,
  "largest_force_ev_per_a": 2.623
}

=====

(3)
{
  "formula": "CH6N2OP",
  "method": "wB97M-V/def2-TZVPD",
  "symbols": ["N", "C", "P", "N", "O", "H", "H", "H", "H", "H", "H"],
  "positions_angstrom": [[2.630, -2.004, 0.134], [2.130, -0.950, 0.340], [0.626, -0.016, -0.170], [-1.270, 0.525, -0.195], [1.053, 1.502, -0.042], [2.868, -2.953, 0.123], [0.291, -0.362, 1.239], [-2.026, -0.159, -0.178], [-1.688, 1.057, 0.569], [-1.673, 1.102, -0.994], [1.910, 1.967, -0.468]],
  "relative_energy_ev": 2.2289,
  "total_charge": 1,
  "largest_force_ev_per_a": 5.294,
  "smiles": "N=C=[P@@H]([NH3+])O"
}

=====

(4)
{
  "formula": "C3H3O4",
  "method": "wB97M-V/def2-TZVPD",
  "symbols": ["C", "C", "C", "O", "O", "O", "O", "H", "H", "H"],
  "positions_angstrom": [[1.338, 0.003, 0.072], [-0.469, -0.537, -0.089], [-1.427, 0.823, -0.007], [-1.641, 1.193, 1.105], [-1.627, 1.278, -1.109], [-0.514, -1.669, -0.821], [-0.528, -1.690, 0.606], [1.578, 0.882, -0.582], [1.886, -0.825, -0.228], [1.403, 0.543, 1.053]],
  "relative_energy_ev": 4.3389,
  "total_charge": -1,
  "largest_force_ev_per_a": 5.881,
  "smiles": "CC1(C(=O)[O-])OO1"
}

=====

(5)
{
  "formula": "C47H38N8O4RuSSeSi",
  "method": "wB97M-V/def2-TZVPD",
  "symbols": ["Ru", "N", "C", "N", "C", "N", "N", "C", "C", "C", "C", "C", "C", "N", "C", "C", "C", "C", "C", "C", "H", "H", "H", "H", "H", "H", "H", "H", "H", "H", "H", "O", "S", "O", "N", "C", "O", "C", "C", "C", "C", "C", "C", "H", "H", "H", "H", "O", "Si", "C", "C", "C", "C", "C", "C", "C", "C", "C", "C", "C", "C", "C", "C", "C", "C", "C", "C", "H", "H", "H", "H", "H", "H", "H", "H", "H", "H", "H", "H", "H", "H", "H", "C", "N", "C", "Se", "N", "C", "C", "C", "C", "C", "C", "H", "H", "H", "H", "H", "H", "H", "H"],
  "positions_angstrom": [[-0.339, 1.494, -0.551], [0.662, 2.667, 4.861], [-0.345, 2.476, 3.995], [-0.341, 2.836, 2.754], [0.769, 3.499, 2.269], [0.808, 3.965, 1.064], [0.076, 3.623, 0.016], [-0.599, 4.479, -0.660], [-0.929, 4.150, -2.036], [-1.598, 5.022, -2.888], [-1.799, 4.644, -4.204], [-1.279, 3.439, -4.651], [-0.581, 2.650, -3.750], [-0.451, 2.972, -2.470], [1.894, 3.776, 3.148], [3.046, 4.449, 2.736], [4.081, 4.661, 3.619], [3.988, 4.209, 4.935], [2.857, 3.549, 5.364], [1.816, 3.328, 4.470], [0.596, 2.326, 5.806], [-1.228, 1.981, 4.383], [-0.821, 5.467, -0.267], [-1.939, 5.981, -2.523], [-2.346, 5.287, -4.880], [-1.403, 3.113, -5.674], [-0.117, 1.722, -4.055], [3.108, 4.796, 1.714], [4.976, 5.173, 3.293], [4.803, 4.377, 5.626], [2.766, 3.205, 6.388], [-4.416, 0.779, -0.003], [-4.183, 0.988, -1.417], [-4.500, -0.535, -2.091], [-2.521, 1.001, -1.607], [-1.930, 0.313, -2.569], [-0.685, 0.104, -2.499], [-2.724, -0.278, -3.668], [-2.221, -0.449, -4.952], [-3.006, -1.035, -5.929], [-4.275, -1.500, -5.604], [-4.778, -1.351, -4.322], [-4.010, -0.716, -3.359], [-1.222, -0.098, -5.176], [-2.635, -1.126, -6.940], [-4.889, -1.968, -6.362], [-5.766, -1.700, -4.052], [0.900, 0.537, 0.960], [1.906, -0.704, 1.080], [2.770, -0.853, -0.596], [2.378, 0.012, -1.612], [2.977, -0.016, -2.862], [4.006, -0.915, -3.103], [4.436, -1.765, -2.092], [3.824, -1.733, -0.847], [3.193, -0.322, 2.408], [4.077, 0.740, 2.211], [5.040, 1.045, 3.161], [5.121, 0.303, 4.331], [4.239, -0.744, 4.548], [3.285, -1.059, 3.587], [1.005, -2.296, 1.586], [0.213, -2.277, 2.737], [-0.532, -3.384, 3.117], [-0.505, -4.535, 2.340], [0.287, -4.578, 1.202], [1.039, -3.469, 0.834], [1.601, 0.753, -1.402], [2.658, 0.670, -3.636], [4.486, -0.944, -4.072], [5.261, -2.443, -2.268], [4.166, -2.394, -0.057], [4.017, 1.322, 1.297], [5.728, 1.863, 2.990], [5.878, 0.536, 5.070], [4.294, -1.318, 5.465], [2.621, -1.900, 3.751], [0.185, -1.378, 3.345], [-1.128, -3.352, 4.022], [-1.092, -5.400, 2.625], [0.312, -5.475, 0.595], [1.662, -3.520, -0.053], [-4.180, -2.156, 1.713], [-3.196, -2.246, 0.656], [-2.252, -1.332, 0.377], [-1.916, 0.234, 1.307], [-1.568, -1.747, -0.697], [-2.099, -2.931, -1.161], [-1.804, -3.706, -2.272], [-2.587, -4.829, -2.468], [-3.608, -5.177, -1.576], [-3.899, -4.402, -0.468], [-3.135, -3.259, -0.285], [-4.073, -1.195, 2.207], [-4.032, -2.963, 2.430], [-5.181, -2.217, 1.287], [-0.835, -1.212, -1.152], [-1.009, -3.430, -2.951], [-2.413, -5.449, -3.337], [-4.195, -6.064, -1.768], [-4.693, -4.672, 0.215]],
  "multiplicity": 2,
  "relative_energy_ev": 2.5010,
  "total_charge": 1,
  "largest_force_ev_per_a": 2.785
}

=====

(6)
{
  "formula": "C53H39Cl2F5N2O11P2S2",
  "method": "wB97M-V/def2-TZVPD",
  "symbols": ["O", "C", "O", "C", "C", "C", "C", "C", "F", "F", "C", "C", "C", "C", "C", "C", "F", "F", "F", "C", "C", "C", "C", "C", "C", "S", "O", "O", "Cl", "C", "P", "S", "C", "N", "C", "P", "O", "Cl", "C", "C", "C", "O", "O", "N", "C", "H", "H", "H", "H", "H", "H", "H", "H", "H", "H", "H", "H", "H", "H", "H", "H", "H", "H", "H", "H", "H", "H", "H", "O", "C", "C", "C", "C", "C", "C", "C", "C", "O", "C", "C", "C", "C", "C", "C", "H", "H", "H", "H", "H", "H", "H", "H", "O", "C", "C", "C", "C", "C", "C", "C", "C", "O", "C", "C", "C", "C", "C", "C", "H", "H", "H", "H", "H", "H", "H", "H"],
  "positions_angstrom": [[4.584, -6.448, 0.485], [5.005, -6.055, 1.597], [4.361, -5.028, 2.384], [4.786, -5.295, 3.751], [3.778, -4.719, 4.879], [2.681, -3.691, 4.265], [2.749, -2.130, 4.494], [3.971, -1.555, 5.318], [3.849, -2.093, 6.669], [4.027, -0.141, 5.488], [5.410, -1.936, 4.664], [6.553, -2.654, 5.427], [7.866, -2.963, 4.606], [8.012, -2.522, 3.101], [6.847, -1.792, 2.320], [7.022, -1.401, 0.779], [8.377, -1.002, 0.521], [6.688, -2.500, -0.073], [6.089, -0.342, 0.482], [5.560, -1.500, 3.153], [1.564, -1.308, 3.860], [1.451, 0.270, 4.046], [2.325, 1.047, 2.900], [1.763, 2.580, 2.849], [0.366, 2.677, 2.032], [-0.294, 4.438, 1.942], [-1.805, 4.290, 1.776], [-0.087, 5.207, 3.221], [0.363, 5.428, 0.226], [0.420, -1.969, 3.006], [-0.972, -0.924, 2.199], [-2.229, -0.225, 3.510], [0.377, -3.544, 2.762], [-0.711, -4.029, 1.949], [-0.569, -5.448, 1.852], [-1.873, -6.351, 0.762], [-0.922, -7.036, -0.524], [-3.199, -4.915, -0.093], [0.507, -6.355, 2.521], [0.462, -7.956, 2.327], [-0.832, -8.633, 3.049], [-1.097, -9.833, 2.742], [-1.637, -7.891, 3.998], [1.551, -5.810, 3.316], [1.510, -4.372, 3.428], [5.942, -6.560, 2.057], [5.824, -4.797, 3.900], [4.958, -6.417, 3.979], [3.161, -5.588, 5.325], [4.427, -4.251, 5.690], [6.416, -2.974, 6.520], [8.762, -3.504, 5.061], [8.972, -2.713, 2.509], [4.693, -0.941, 2.635], [0.374, 0.682, 3.913], [1.746, 0.635, 5.107], [3.449, 0.990, 3.091], [2.080, 0.621, 1.848], [1.662, 2.927, 3.949], [2.537, 3.302, 2.373], [0.456, 2.204, 0.976], [-0.492, 2.086, 2.545], [-0.264, 0.172, 1.557], [-1.587, -1.657, 1.122], [-0.227, -6.393, -0.808], [0.488, -8.248, 1.225], [1.427, -8.358, 2.815], [-2.252, -7.321, 3.476], [-0.466, 1.872, -1.307], [-0.861, 1.715, -2.453], [-1.964, 0.771, -2.744], [-2.568, 0.075, -1.697], [-3.631, -0.783, -1.954], [-4.095, -0.948, -3.258], [-3.483, -0.269, -4.306], [-2.412, 0.588, -4.052], [-1.755, 1.294, -5.175], [-2.111, 1.092, -6.324], [-0.666, 2.252, -4.882], [-0.063, 2.951, -5.929], [0.938, 3.879, -5.660], [1.340, 4.112, -4.347], [0.751, 3.406, -3.303], [-0.250, 2.470, -3.568], [-2.214, 0.204, -0.679], [-4.103, -1.320, -1.137], [-4.933, -1.609, -3.457], [-3.846, -0.405, -5.320], [-0.375, 2.778, -6.954], [1.403, 4.424, -6.476], [2.115, 4.843, -4.137], [1.072, 3.591, -2.281], [-5.638, 3.005, -3.931], [-5.629, 4.212, -4.111], [-6.726, 4.869, -4.857], [-7.789, 4.102, -5.339], [-8.843, 4.717, -6.006], [-8.841, 6.098, -6.193], [-7.775, 6.862, -5.729], [-6.712, 6.248, -5.065], [-5.574, 7.068, -4.592], [-5.537, 8.265, -4.822], [-4.488, 6.414, -3.829], [-3.427, 7.182, -3.345], [-2.418, 6.582, -2.599], [-2.465, 5.215, -2.333], [-3.514, 4.445, -2.825], [-4.525, 5.042, -3.579], [-7.799, 3.027, -5.191], [-9.670, 4.120, -6.376], [-9.670, 6.579, -6.702], [-7.777, 7.937, -5.883], [-3.387, 8.248, -3.545], [-1.595, 7.181, -2.220], [-1.683, 4.749, -1.742], [-3.543, 3.380, -2.616]],
  "total_energy_ha": -5878.61436,
  "largest_force_ev_per_a": 7.603,
  "smiles": "O=COCCc1c(C(F)(F)c2cccc(C(F)(F)F)c2)c(CCCCS(=O)(=O)Cl)c([PH2]=S)c2nc(P(O)Cl)c(CC(=O)O)nc12.O=C1c2ccccc2C(=O)c2ccccc21.O=C1c2ccccc2C(=O)c2ccccc21"
}